(1)
The following is a quantum chemistry calculation of a structure of composition C34H47GeInNP, from the Open Molecules 2025 dataset.

The net charge is +1. The calculation puts the gap between HOMO and LUMO (alpha / beta) at 7.66 / 5.30 eV. Its expectation value of S² is 0.765. As for the spin multiplicity: 2.

Structure (XYZ):
```
85
C34H47GeInNP (ωB97M-V with the def2-TZVPD basis set)
In 0.54385 -0.27108 -0.57188
C -0.50318 0.43316 1.90875
C -1.29043 0.89139 0.74100
C -2.20888 -0.08899 0.49988
C -1.99139 -1.18454 1.45925
C -0.94916 -0.85543 2.29297
H 0.23301 1.03528 2.42311
H -1.30050 1.89306 0.33789
H -2.99702 -0.04568 -0.23776
H -2.57184 -2.09555 1.50633
H -0.56313 -1.45514 3.10344
C 3.09230 0.76762 2.10361
Ge 3.05388 -0.16794 0.41381
C 3.51449 -2.01911 0.58318
C 3.77073 -2.58116 1.83245
C 4.10284 -3.92727 1.93332
C 4.17293 -4.71400 0.79044
C 3.91910 -4.15820 -0.46003
C 3.59414 -2.81294 -0.56379
C 3.81135 0.79749 -1.07998
C 3.02230 1.68336 -1.76891
C 3.51115 2.38864 -2.89078
C 4.79409 2.19432 -3.30257
C 5.65754 1.30619 -2.61083
C 7.00095 1.12033 -3.02737
C 7.82870 0.26688 -2.36264
C 7.35372 -0.44615 -1.23802
C 6.06778 -0.28459 -0.81032
C 5.17235 0.59379 -1.48431
H 4.12249 0.77778 2.46760
H 2.46480 0.26279 2.83731
H 2.76092 1.79609 1.97328
H 3.71757 -1.97536 2.73058
H 4.30801 -4.36222 2.90480
H 4.42907 -5.76345 0.87281
H 3.98254 -4.77133 -1.35184
H 3.41809 -2.37437 -1.54110
H 1.99614 1.86163 -1.47493
H 2.85704 3.06988 -3.42291
H 5.17598 2.72005 -4.17107
H 7.35991 1.67785 -3.88601
H 8.85443 0.13723 -2.68796
H 8.01636 -1.12768 -0.71608
H 5.72555 -0.83675 0.05512
C -1.79255 -3.73115 -3.99737
C -1.04460 -2.88640 -2.95588
C 0.19807 -3.65835 -2.48986
C -1.95418 -2.71560 -1.72264
P -0.46712 -1.19001 -3.58603
N -0.02333 -0.21121 -2.43054
C 0.99753 -1.42931 -4.75805
C 2.26519 -1.67972 -3.92423
C 0.82735 -2.55150 -5.78941
C 1.22279 -0.09343 -5.48931
C -1.90022 -0.35723 -4.47843
C -1.62257 1.15188 -4.56729
C -2.22301 -0.91320 -5.87024
C -3.13560 -0.51463 -3.57641
H -2.05701 -4.69119 -3.54100
H -1.19164 -3.94251 -4.87955
H -2.72148 -3.26352 -4.31780
H -0.12786 -4.56106 -1.96426
H 0.80584 -3.07835 -1.79351
H 0.82990 -3.97406 -3.31839
H -1.89650 -3.61964 -1.10949
H -2.99894 -2.56697 -1.98625
H -1.65251 -1.87283 -1.09658
H 2.32793 -2.69936 -3.54362
H 2.32955 -0.98182 -3.09140
H 3.14068 -1.51576 -4.56268
H 0.84798 -3.54013 -5.33308
H 1.66239 -2.50630 -6.49594
H -0.09141 -2.46015 -6.36728
H 1.21157 0.74829 -4.79449
H 0.49332 0.08264 -6.27544
H 2.20925 -0.12252 -5.96124
H -0.90195 1.40913 -5.33553
H -1.27092 1.54148 -3.61247
H -2.56248 1.65199 -4.82074
H -1.43238 -0.71402 -6.59003
H -3.12483 -0.41469 -6.23912
H -2.42292 -1.98331 -5.86796
H -2.92135 -0.19375 -2.55331
H -3.51454 -1.53514 -3.55904
H -3.93562 0.12045 -3.96916
```



(2)
The following is a quantum chemistry calculation of a cluster of 10 separate species, C27H50N6O12 in total in a non-equilibrium geometry, from the Open Molecules 2025 dataset.

The calculation puts the gap between HOMO and LUMO at 9.73 eV. As for the SMILES: COC(=O)OC.COC(=O)OC.COC(=O)OC.COCCOCCOC.CC#N.CC#N.CC#N.CC#N.CC#N.CC#N. The value obtained for the energy above the lowest of the compared OMol25 structures with the same formula, charge and spin is 368.5 kJ/mol. As for the spin multiplicity: 1.

Structure (XYZ):
```
95
C27H50N6O12 (ωB97M-V with the def2-TZVPD basis set)
C 5.41479 20.35067 24.74798
O 4.90623 19.30465 23.86380
C 4.95564 18.05161 24.35151
O 5.60927 17.59058 25.39781
O 4.37784 17.32036 23.50833
C 4.31445 15.92098 23.77812
H 4.76487 20.35445 25.62302
H 5.18820 21.32725 24.32013
H 6.42093 20.23675 25.15147
H 3.66404 15.53164 24.56137
H 5.29346 15.45600 23.89406
H 3.98687 15.44079 22.85605
C 9.15539 14.66701 25.75539
O 9.30711 14.00293 24.49354
C 9.72540 14.60294 23.40578
O 10.08302 15.75749 23.40749
O 9.60509 13.67023 22.32374
C 9.90134 14.08452 21.03620
H 8.84898 15.71078 25.68645
H 10.05691 14.77807 26.35791
H 8.40683 14.24933 26.42868
H 10.13058 13.27459 20.34370
H 10.70648 14.81883 21.01117
H 9.04896 14.53649 20.52895
C 6.24219 9.86021 26.05329
O 7.65188 10.18618 26.28673
C 8.39450 9.47122 27.08577
O 7.99456 8.69271 27.92219
O 9.61583 9.92930 26.95199
C 10.60091 9.57457 27.88628
H 5.81304 10.47921 25.26541
H 5.64048 9.97832 26.95444
H 6.26880 8.77951 25.91370
H 10.28643 8.96096 28.73049
H 10.95337 10.49601 28.34977
H 11.40457 9.12568 27.30258
C 3.97410 2.25998 17.31231
O 2.63061 2.70498 17.38081
C 1.84495 2.24825 18.48381
C 0.29491 2.42498 18.28721
O -0.01731 3.75760 18.55233
C -1.33209 4.19096 18.83546
C -1.30649 5.76449 18.98727
O -0.78705 6.20133 20.24282
C 0.66433 6.35258 20.23252
H 4.04347 1.18665 17.13555
H 4.41434 2.53932 18.26953
H 4.55789 2.73070 16.52129
H 2.12271 2.76515 19.40238
H 2.09866 1.19344 18.58932
H -0.18789 1.73374 18.97799
H -0.00721 2.27294 17.25102
H -1.92833 3.83488 19.67557
H -1.86686 3.78233 17.97804
H -2.34512 6.09457 19.00738
H -0.84648 6.18508 18.09307
H 1.04978 6.52776 21.23694
H 0.91118 7.21923 19.61925
H 1.20171 5.55888 19.71351
C 6.43478 10.27673 20.12424
C 5.04412 10.75938 20.28003
N 4.02873 11.26918 20.36190
H 6.49874 9.46600 19.39849
H 6.80855 9.93139 21.08815
H 7.04008 11.09065 19.72517
C 6.79922 5.13091 21.97677
C 5.57073 5.10113 22.82248
N 4.65867 5.24299 23.51282
H 7.46224 5.99177 22.06283
H 6.29122 5.06274 21.01480
H 7.46154 4.29709 22.20949
C 3.10271 6.21049 15.48651
C 4.42179 6.71123 15.80550
N 5.49149 7.08103 16.03172
H 2.68357 6.99515 14.85666
H 2.53996 5.96927 16.38830
H 3.13544 5.27022 14.93611
C 5.14987 15.93006 18.29144
C 5.10971 14.64013 17.48740
N 5.08970 13.58358 16.93734
H 4.67915 16.67848 17.65393
H 6.16171 16.25219 18.53740
H 4.74329 15.72344 19.28144
C 12.79603 10.44311 23.28184
C 11.84362 9.42838 22.83451
N 11.13018 8.54876 22.57584
H 13.39055 10.68391 22.40057
H 13.40634 10.06211 24.10066
H 12.28365 11.31418 23.69028
C 10.70553 8.28436 16.93521
C 11.54433 9.22826 17.70761
N 12.20296 10.00876 18.27990
H 10.21430 7.63330 17.65835
H 11.31358 7.57871 16.36914
H 10.04291 8.82749 16.26139
```



(3)
The following is a quantum chemistry calculation of an isolated molecule of C2H4INS in a non-equilibrium geometry, from the Open Molecules 2025 dataset.

The calculation puts the gap between HOMO and LUMO at 8.47 eV. As for the SMILES: [H]/N=C(/C)SI. The value obtained for the energy above the lowest of the compared OMol25 structures with the same formula, charge and spin is 2.9 kJ/mol. As for the spin multiplicity: 1.

Structure (XYZ):
```
9
C2H4INS (ωB97M-V with the def2-TZVPD basis set)
H 1.82156 1.04945 -1.69795
N 1.35984 0.91611 -0.79744
C 0.35548 0.21930 -0.93681
C -0.43716 -0.10890 0.31263
S -0.64844 -0.10812 -2.53005
I 0.69569 1.08641 -4.03677
H 0.25772 -0.37338 1.20614
H -1.17131 -0.85351 0.14576
H -0.89884 0.90962 0.45349
```